(1)
43
Properties=species:S:1:pos:R:3:forces:R:3:nbo_charge:R:1 method="wB97M-V/def2-TZVPD" smiles="O=C1C=C(O)C(=O)C=C1O.O=C1C=C(O)C(=O)C=C1O.OPCCCS" spin_multiplicity=1 lumo_ev=-1.86 charge=0
O 0.65631 1.15002 -0.14775 -0.1 0.0 0.2 -1.026
P 0.92342 0.22312 1.20911 0.1 0.2 -0.2 0.875
C 2.75897 0.32328 1.50407 -0.1 0.0 0.0 -0.733
C 3.34979 1.73345 1.40952 0.0 0.0 0.0 -0.422
C 3.56529 2.22931 -0.03028 0.0 0.0 0.0 -0.516
S 2.85570 3.85895 -0.41056 0.0 0.0 0.0 -0.057
H 1.09235 0.78217 -0.93054 0.1 0.0 0.0 0.504
H 0.95628 -1.05216 0.58078 -0.1 0.0 0.1 -0.091
H 2.85123 -0.01152 2.54221 0.1 -0.1 0.0 0.232
H 3.33489 -0.37547 0.89574 0.0 0.0 -0.1 0.216
H 2.71693 2.43503 1.95517 0.0 0.0 0.0 0.216
H 4.31301 1.73359 1.92205 0.0 0.0 0.1 0.211
H 4.62749 2.33356 -0.24522 0.0 0.0 0.0 0.222
H 3.18010 1.51654 -0.75363 0.0 0.0 -0.1 0.212
H 1.58007 3.44526 -0.44819 0.0 0.0 0.1 0.137
C -3.79851 -0.79279 5.23889 0.0 0.0 0.0 -0.405
C -2.89017 -1.51756 4.56870 0.0 0.0 0.0 0.341
C -2.29863 -1.07085 3.23918 0.0 0.0 0.0 0.478
O -1.48292 -1.82957 2.74371 0.0 -0.1 0.0 -0.552
C -2.72375 0.18169 2.66642 0.0 0.0 0.0 -0.400
C -3.63235 0.90649 3.33683 0.0 0.0 0.0 0.339
C -4.22322 0.46142 4.66653 0.0 0.0 0.0 0.476
O -5.03544 1.22013 5.16657 0.0 0.0 0.0 -0.547
O -4.10409 2.06991 2.92477 0.0 0.0 0.0 -0.623
O -2.41677 -2.68107 4.97906 0.0 0.0 0.0 -0.625
H -4.22156 -1.10676 6.18214 0.0 0.0 0.0 0.245
H -2.28893 0.50287 1.73111 0.0 0.0 0.0 0.251
H -4.73774 2.35489 3.61650 0.0 0.0 0.0 0.509
H -1.77956 -2.95804 4.28637 0.0 0.0 0.0 0.509
C 1.88743 -1.47126 -4.23670 0.0 0.0 0.0 -0.409
C 1.35471 -1.98003 -5.35969 -0.1 0.0 0.0 0.356
C -0.07242 -1.67895 -5.79319 0.0 0.0 0.0 0.473
O -0.43044 -2.19713 -6.83471 0.0 0.0 0.0 -0.534
C -0.88791 -0.82654 -4.96265 0.0 0.0 0.0 -0.393
C -0.35729 -0.32158 -3.83823 0.0 0.0 0.0 0.339
C 1.07276 -0.61102 -3.42122 -0.1 0.0 0.0 0.502
O 1.45829 -0.08222 -2.38888 0.2 -0.1 -0.1 -0.599
O -1.03682 0.45728 -3.01512 0.0 0.0 0.0 -0.618
O 1.99626 -2.77539 -6.19116 0.0 0.0 0.0 -0.615
H 2.90113 -1.67477 -3.92317 0.0 0.0 0.0 0.249
H -1.90444 -0.62143 -5.26605 0.0 0.0 0.0 0.250
H -0.46973 0.69404 -2.25845 0.0 0.0 0.0 0.514
H 1.36030 -2.97692 -6.91003 0.0 0.0 0.0 0.512


(2)
33
Properties=species:S:1:pos:R:3:forces:R:3:nbo_charge:R:1 method="wB97M-V/def2-TZVPD" smiles=CCc1ccccc1.Cc1ccccc1 spin_multiplicity=1 lumo_ev=0.89 charge=0
C -1.24683 -2.09542 2.12478 -0.3 4.1 1.5 -0.438
C -1.96235 -3.15666 2.86476 -3.2 -0.5 2.9 -0.611
C -1.63626 -2.09954 0.67937 1.1 0.1 1.2 -0.036
C -1.49377 -3.30044 0.07071 -0.3 -3.6 0.4 -0.214
C -2.04124 -1.04139 -0.08977 0.9 3.5 -0.5 -0.219
C -1.83545 -3.52048 -1.23955 -0.1 -0.3 0.5 -0.190
C -2.16119 -1.20176 -1.45294 -3.1 1.4 -2.2 -0.195
C -2.27310 -2.47662 -1.99123 1.2 -0.2 -1.6 -0.231
H -1.72227 -1.17068 2.60357 0.7 -0.6 -0.8 0.207
H -0.12976 -1.87051 2.34133 -1.6 -1.2 -0.5 0.229
H -1.73287 -4.14886 2.52811 0.3 -0.6 0.6 0.202
H -1.34124 -4.25912 0.66484 0.4 1.6 -0.7 0.204
H -2.09575 0.07662 0.19771 0.1 -2.1 0.4 0.222
H -1.78114 -4.50488 -1.65172 0.0 -0.5 -0.2 0.206
H -2.54078 -0.31666 -2.12095 1.1 -1.6 1.5 0.215
H -2.44405 -2.78399 -3.02979 -0.3 1.1 0.2 0.216
H -3.13298 -3.08964 2.77017 2.0 0.2 -0.8 0.212
H -2.03091 -3.01486 4.01728 1.3 -0.6 -1.7 0.222
C 1.54968 4.75994 1.01509 -1.0 -1.3 0.5 -0.636
C 1.56017 1.10789 -0.34956 2.3 -0.1 -0.2 -0.213
C 2.65093 1.23555 -1.24882 0.2 0.0 -1.2 -0.232
C 1.30568 2.23076 0.47373 0.1 0.2 -1.4 -0.222
C 1.85137 3.52583 0.18580 1.7 -0.9 -0.7 -0.012
C 3.23473 2.45648 -1.54822 0.6 2.1 0.2 -0.208
C 2.86368 3.63884 -0.81469 -1.4 -2.9 0.1 -0.212
H 1.20862 0.05035 -0.28879 -0.3 1.3 0.7 0.231
H 3.16785 0.43969 -1.84084 -1.3 0.1 0.8 0.216
H 0.69055 2.08123 1.33786 -0.6 0.2 0.2 0.209
H 4.01628 2.53003 -2.38048 -1.1 -0.2 1.5 0.213
H 0.79786 4.40488 1.74756 0.2 0.7 -0.1 0.211
H 1.09157 5.55250 0.40466 0.4 -0.1 0.3 0.225
H 3.35063 4.57012 -0.96117 0.3 0.7 -0.3 0.208
H 2.43213 5.07598 1.58386 -0.2 0.2 -0.3 0.223


(3)
33
Properties=species:S:1:pos:R:3:forces:R:3:nbo_charge:R:1 method="wB97M-V/def2-TZVPD" smiles=CCc1ccccc1.Cc1ccccc1 spin_multiplicity=1 lumo_ev=0.92 charge=0
C 3.65610 3.61972 -1.07418 0.2 0.2 -0.8 -0.637
C 1.58804 0.08062 0.14260 0.2 1.1 -0.4 -0.225
C 1.14659 1.34306 0.54738 0.5 -0.1 0.5 -0.188
C 2.74531 0.01861 -0.63103 0.8 -1.2 0.9 -0.202
C 1.92711 2.45013 0.26443 0.1 0.1 -0.2 -0.223
C 3.57301 1.11138 -0.87378 -1.2 0.4 0.3 -0.224
C 3.11175 2.35798 -0.46801 -0.2 0.2 -0.3 -0.001
H 1.05845 -0.79959 0.45971 -0.1 -0.2 -0.3 0.213
H 0.26672 1.48093 1.16236 -0.1 -0.2 -0.1 0.212
H 3.11040 -0.97668 -0.87240 0.0 0.1 -0.3 0.205
H 1.63401 3.44569 0.57749 -0.3 -0.1 0.0 0.205
H 4.51068 1.04909 -1.39331 0.1 -0.3 -0.3 0.212
H 4.43941 3.41806 -1.80981 0.1 -0.2 0.2 0.212
H 4.02233 4.42345 -0.43588 -0.2 -0.2 0.4 0.220
H 2.83668 4.01825 -1.68236 0.1 0.2 0.1 0.220
C -1.11923 -1.99517 1.60732 1.0 -0.3 0.4 -0.429
C -1.92619 -3.13572 2.24786 0.1 0.0 -0.4 -0.600
C -1.78696 -1.35062 0.44109 -0.4 -0.9 0.8 -0.005
C -1.51928 -1.77093 -0.84729 -1.5 2.3 -0.8 -0.228
C -2.87333 -0.49438 0.70529 0.8 -0.5 -0.3 -0.231
C -2.28166 -1.14157 -1.87846 1.8 -1.3 -1.0 -0.184
C -3.51980 0.07802 -0.34091 -1.8 1.1 -1.4 -0.186
C -3.24425 -0.18778 -1.70405 0.5 -0.5 2.0 -0.239
H -0.84754 -1.32313 2.43041 -0.3 0.4 -0.4 0.210
H -0.14724 -2.36366 1.25466 -0.1 -0.2 0.2 0.203
H -2.99659 -3.02661 2.08469 -0.1 0.3 0.1 0.210
H -0.70623 -2.37849 -1.21220 0.1 -0.3 0.6 0.218
H -3.18185 -0.34427 1.73100 0.1 0.2 0.0 0.214
H -1.92282 -1.47219 -2.85375 -0.6 0.3 -0.2 0.202
H -4.36817 0.74766 -0.20285 0.2 0.0 0.5 0.204
H -3.78789 0.33031 -2.47431 0.1 -0.1 -0.2 0.222
H -1.72558 -3.12192 3.31612 -0.1 -0.5 0.0 0.209
H -1.67196 -4.09021 1.78218 0.1 0.0 0.3 0.210


(4)
43
Properties=species:S:1:pos:R:3:forces:R:3:nbo_charge:R:1 method="wB97M-V/def2-TZVPD" spin_multiplicity=1 lumo_ev=-3.09 charge=+1
Be 0.04100 -0.10168 0.17600 0.0 -0.1 0.0 1.552
N 1.35222 -1.87260 -1.76249 0.0 0.0 0.0 -0.557
C 0.05787 -2.21839 -1.43521 0.0 -0.1 -0.1 0.433
C -0.48605 -3.38555 -1.98480 0.0 0.1 0.0 -0.264
C -1.76680 -3.74088 -1.64535 0.0 0.0 0.0 -0.099
C -2.49835 -2.94018 -0.76347 0.0 0.0 0.0 -0.264
C -1.89992 -1.81174 -0.27547 0.0 0.0 0.0 0.086
N -0.64532 -1.44212 -0.61339 0.0 0.0 0.0 -0.707
C 2.15170 -0.87669 -1.24278 0.1 0.0 0.0 0.434
C 3.50006 -0.82984 -1.61603 -0.1 0.0 0.0 -0.264
C 4.29968 0.14851 -1.08142 0.0 0.0 0.0 -0.103
C 3.76061 1.07038 -0.17955 -0.1 0.0 0.0 -0.252
C 2.43254 0.96358 0.12867 0.1 0.0 0.0 0.074
N 1.63026 0.01602 -0.40453 0.0 0.0 0.0 -0.706
H 1.82638 -2.52562 -2.36486 0.0 0.0 0.0 0.420
H 0.10764 -3.99513 -2.65129 0.0 0.0 0.0 0.234
H -2.20078 -4.64320 -2.05348 0.0 0.0 0.0 0.243
H -3.50234 -3.19767 -0.46371 0.0 0.0 0.0 0.248
H -2.39982 -1.15700 0.42652 0.0 0.0 0.0 0.224
H 3.89575 -1.56545 -2.30216 0.0 0.0 0.0 0.234
H 5.34545 0.19587 -1.35209 0.0 0.0 0.0 0.243
H 4.36453 1.84187 0.27212 0.0 0.0 0.0 0.247
H 1.95346 1.62824 0.83624 0.0 0.0 0.0 0.226
C -1.44908 3.30460 -1.84071 0.0 0.0 0.0 -0.968
Sb -1.32213 2.02229 -0.15731 0.0 -0.1 0.0 0.938
C -0.80016 3.40299 1.36443 0.0 0.0 0.0 -0.971
C -3.38328 1.76184 0.28325 0.0 0.0 0.0 -0.971
H -2.06901 4.15953 -1.57797 0.0 0.0 0.0 0.242
H -1.89438 2.78056 -2.68304 0.0 0.0 0.0 0.242
H -0.45802 3.65225 -2.12312 0.0 0.0 0.0 0.241
H -1.58881 4.14514 1.47153 0.0 0.0 0.0 0.243
H 0.12867 3.90776 1.10371 0.0 0.0 0.0 0.236
H -0.66675 2.86502 2.30067 0.0 0.0 0.0 0.253
H -3.87373 2.73327 0.26588 0.0 0.0 0.0 0.245
H -3.48836 1.32865 1.27658 0.0 0.0 0.0 0.245
H -3.85511 1.10962 -0.44884 0.0 0.0 0.0 0.237
Cl 1.19185 -2.34252 4.67011 0.0 0.0 0.0 0.081
C 0.46822 -0.95640 3.88371 0.0 0.0 0.0 -0.214
Cl -1.22335 -0.79337 4.38171 0.0 0.0 0.0 0.041
Cl 1.36645 0.52239 4.30816 0.0 0.0 0.0 0.028
C 0.53790 -1.08088 2.33927 0.1 0.0 0.1 0.746
O 1.15028 -1.96913 1.79580 0.0 0.0 0.0 -0.604
O -0.09099 -0.11435 1.73872 -0.1 0.1 -0.1 -0.970


Taking the records one at a time from the top gives gap between HOMO and LUMO values of 6.95 9.79 9.73 8.92 eV.
Taking the records one at a time from the top gives DFT total energy values of -54381.3629 -15844.7408 -15846.3466 -68917.5292 eV.